A cluster of 7 separate species, C17H49N3O7 in total. Source: OMol25; level of theory: the ωB97M-V functional and the def2-TZVPD basis.

Computed properties:
Total charge: 0
Lowest unoccupied orbital energy in eV: 0.2
E in Eh: -1367.92447
SMILES string: CC1(C)CCCC(C)(C)N1O.COC[C@H](C)N.COC[C@H](C)N.O.O.O.O
Gap between HOMO and LUMO in eV: 8.0

Last column: Mulliken charge in e.
Cartesian coordinates (Å):
O: 10.18 4.99 10.31  -0.72
O: 12.69 5.30 9.41  -0.65
O: 9.74 9.29 10.61  -0.76
O: 11.33 7.20 11.57  -0.46
O: 10.21 9.47 14.45  -0.38
O: 14.46 11.83 8.06  -0.30
O: 7.03 6.68 7.60  -0.33
N: 11.41 11.41 10.05  -0.59
N: 8.40 10.06 8.22  -0.50
N: 9.77 9.00 15.59  0.06
C: 11.63 7.14 15.61  -1.60
C: 5.88 5.96 7.93  -0.73
C: 8.99 7.20 17.62  -0.78
C: 7.94 8.17 17.00  -1.38
C: 8.34 8.74 7.64  -0.01
C: 13.16 9.77 9.69  -1.20
C: 9.74 8.14 7.66  -0.94
C: 14.92 12.79 7.14  -0.77
C: 10.90 8.32 16.32  1.52
C: 7.36 9.77 15.21  -1.74
C: 8.11 7.44 14.64  -1.87
C: 8.33 8.60 15.57  1.90
C: 7.24 7.89 8.34  -0.65
C: 12.80 11.26 9.68  0.47
C: 10.37 7.82 17.63  -1.30
C: 11.98 9.44 16.64  -1.82
C: 13.03 11.91 8.33  -0.78
H: 12.11 6.43 16.28  0.37
H: 7.93 10.71 15.21  0.36
H: 12.87 9.37 10.65  0.29
H: 11.77 5.13 9.64  0.42
H: 9.15 6.23 17.15  0.34
H: 7.55 7.73 9.37  0.29
H: 9.49 4.61 10.86  0.26
H: 12.72 8.97 17.29  0.43
H: 9.81 7.33 6.94  0.39
H: 10.77 7.94 11.32  0.31
H: 7.64 10.62 7.86  0.30
H: 10.40 9.99 10.59  0.40
H: 7.08 7.20 14.36  0.45
H: 13.33 11.82 10.45  0.22
H: 8.67 6.86 18.61  0.39
H: 12.79 6.25 9.55  0.33
H: 12.68 9.22 8.88  0.08
H: 7.07 9.61 14.17  0.35
H: 10.45 8.92 7.36  0.30
H: 15.99 12.68 6.99  0.26
H: 6.15 4.93 8.16  0.21
H: 14.71 13.82 7.42  0.30
H: 10.39 8.63 18.36  0.41
H: 14.22 9.59 9.54  0.49
H: 5.33 5.98 7.00  0.24
H: 5.33 6.45 8.75  0.37
H: 6.46 9.83 15.81  0.38
H: 12.42 11.36 7.61  0.29
H: 10.92 6.41 15.20  0.32
H: 12.70 12.95 8.38  0.43
H: 11.33 11.61 11.03  0.33
H: 10.43 8.67 13.95  0.31
H: 8.61 6.50 14.88  0.30
H: 6.32 8.48 8.30  0.45
H: 9.22 10.57 7.93  0.10
H: 8.56 7.68 13.67  0.39
H: 6.96 7.70 16.99  0.51
H: 7.86 9.02 17.68  0.40
H: 14.39 12.64 6.20  0.31
H: 7.89 8.77 6.64  0.41
H: 9.83 7.90 8.72  0.13
H: 9.16 9.48 9.87  0.26
H: 12.21 7.51 14.77  0.48
H: 10.78 6.43 11.39  0.27
H: 11.08 12.29 9.69  0.18
H: 12.57 9.73 15.77  0.28
H: 11.11 7.12 18.01  0.48
H: 11.55 10.20 17.28  0.45
H: 9.89 4.84 9.41  0.29

The ion C20H26NO2 with charge +1. Source: OMol25; level of theory: the ωB97M-V functional and the def2-TZVPD basis.

Computed properties:
Total charge: +1
Lowest unoccupied orbital energy in eV: -2.2
E in Eh: -982.70801
SMILES string: c1ccc(COc2ccc(OCCC[NH+]3CCCC3)cc2)cc1
Gap between HOMO and LUMO in eV: 9.2

Last column: Mulliken charge in e.
Cartesian coordinates (Å):
O: 2.11 0.72 -1.42  -0.72
O: -2.39 1.24 1.75  -0.45
N: 3.81 -0.71 0.03  0.11
C: -0.43 2.21 0.83  -1.01
C: 0.10 -0.11 -0.57  -0.43
C: -1.31 1.14 0.92  0.08
C: 4.78 0.38 -0.17  -0.83
C: 3.20 -2.98 0.30  -0.69
C: 0.98 0.96 -0.64  0.76
C: -4.08 0.29 0.25  0.40
C: 2.51 -2.16 1.40  -0.41
C: -3.66 1.44 1.12  -1.16
C: -4.79 -1.88 -1.34  -0.42
C: 3.12 1.72 -1.53  -0.77
C: 4.07 1.72 -0.32  -0.40
C: -4.53 -0.90 0.83  -0.21
C: 3.22 -0.80 1.39  -0.69
C: 0.72 2.12 0.07  -0.51
C: 4.32 -2.08 -0.22  -0.65
C: -4.35 -0.70 -1.93  -0.73
C: -3.99 0.37 -1.13  0.02
C: -1.04 -0.03 0.20  -0.06
C: -4.88 -1.97 0.04  -0.60
H: 4.03 -0.78 2.12  0.54
H: 2.59 -2.63 2.38  0.42
H: 1.45 -2.04 1.18  0.08
H: -5.23 -2.89 0.49  0.40
H: -4.60 -0.96 1.90  0.42
H: -3.65 1.29 -1.59  0.38
H: 2.51 -3.22 -0.50  0.30
H: 2.67 2.71 -1.67  0.44
H: 0.30 -1.01 -1.14  0.59
H: -4.28 -0.62 -3.00  0.41
H: 3.03 -0.51 -0.63  0.34
H: -5.07 -2.72 -1.96  0.41
H: 3.60 -3.92 0.68  0.35
H: 3.51 1.96 0.59  0.33
H: -1.72 -0.86 0.26  0.53
H: 5.34 0.16 -1.08  0.39
H: 4.54 -2.22 -1.27  0.44
H: -0.64 3.11 1.38  0.46
H: -4.35 1.57 1.96  0.42
H: 5.48 0.40 0.67  0.37
H: 5.24 -2.21 0.36  0.43
H: 1.39 2.97 0.02  0.39
H: 3.67 1.46 -2.44  0.42
H: 2.54 0.02 1.58  0.29
H: 4.81 2.50 -0.47  0.43
H: -3.63 2.37 0.53  0.33

A structure of composition C33H30N6O2STi. Source: OMol25; level of theory: the ωB97M-V functional and the def2-TZVPD basis.

Computed properties:
Total charge: 0
Lowest unoccupied orbital energy (alpha / beta) in eV: -0.7 / -0.7
E in Eh: -3002.20105
Gap between HOMO and LUMO (alpha / beta) in eV: 4.9 / 5.2

Last column: Mulliken charge in e.
Cartesian coordinates (Å):
Ti: -1.02 -0.30 -0.71  -0.22
S: -1.06 1.56 -2.25  -0.67
O: -2.81 0.23 -0.14  -0.31
O: -4.92 0.67 0.47  -0.68
N: 2.54 2.81 -3.15  -0.10
N: 1.15 2.74 -3.03  -0.82
N: -1.94 2.76 0.52  0.54
N: 1.50 0.62 -2.11  -0.74
N: 0.86 -0.39 -1.53  0.60
N: -1.39 -2.32 0.24  0.90
C: -3.33 2.32 0.94  0.67
C: -3.44 4.20 -0.56  -0.56
C: 5.61 2.88 -1.12  -0.36
C: 5.12 2.88 0.18  -0.73
C: -2.07 -3.34 -0.37  0.19
C: -1.12 -2.38 1.53  0.76
C: -2.01 4.14 -0.05  -0.46
C: 2.20 -3.68 -0.50  -0.80
C: -0.35 -1.24 2.09  0.49
C: 0.71 1.63 -2.49  0.65
C: -3.01 -4.27 -2.39  -0.89
C: 2.88 2.85 -0.70  -0.22
C: 3.37 2.83 -2.00  0.49
C: -0.18 -0.12 1.27  1.63
C: 1.20 0.86 3.03  -0.92
C: -3.75 0.95 0.35  0.04
C: -4.22 3.49 0.54  -0.99
C: 1.74 -1.37 -1.00  -0.03
C: 4.75 2.85 -2.20  -0.58
C: 3.34 -3.31 0.19  -0.53
C: -3.45 -5.40 -1.67  -0.66
C: 1.40 -2.72 -1.10  -0.15
C: 2.90 -1.00 -0.32  0.23
C: 0.27 -1.33 3.35  -0.82
C: -3.21 -5.49 -0.33  -0.82
C: 0.60 0.93 1.78  0.25
C: 1.03 -0.28 3.82  -1.06
C: -2.33 -3.26 -1.76  -0.55
C: -2.23 -4.50 1.74  -1.12
C: -1.55 -3.48 2.32  -1.24
C: 3.75 2.86 0.38  -0.25
C: 3.70 -1.97 0.26  -0.73
C: -2.51 -4.46 0.35  1.07
H: 0.53 -3.00 -1.67  0.48
H: -3.33 2.15 2.02  0.36
H: 5.13 2.82 -3.21  0.40
H: -2.58 -5.34 2.32  0.41
H: -1.83 4.85 0.75  0.40
H: 2.75 3.58 -3.76  0.28
H: 3.17 0.05 -0.26  0.34
H: 3.97 -4.07 0.65  0.41
H: -1.99 -2.40 -2.33  0.49
H: -1.26 2.66 1.27  0.42
H: -3.20 -4.20 -3.45  0.44
H: -4.36 4.17 1.39  0.34
H: 1.81 2.83 -0.53  0.25
H: 6.68 2.89 -1.30  0.37
H: -3.54 -6.35 0.24  0.42
H: 0.18 -2.22 3.95  0.35
H: 1.93 -4.73 -0.59  0.42
H: 1.82 1.67 3.38  0.45
H: 3.35 2.86 1.38  0.33
H: -1.35 -3.48 3.38  0.46
H: -3.77 5.22 -0.73  0.44
H: 5.80 2.89 1.02  0.41
H: 1.52 -0.35 4.78  0.39
H: -1.60 2.14 -0.25  -1.20
H: -3.52 3.66 -1.51  0.23
H: -5.20 3.12 0.25  0.44
H: 0.81 1.79 1.15  -0.12
H: -1.26 4.22 -0.83  0.30
H: 4.59 -1.68 0.79  0.43
H: -3.98 -6.19 -2.18  0.40

Listing relative energy (zero: lowest compared OMol25 entry of this formula, charge and spin) for the structures above in their given order: 1.6417; 0.6623; 0.0000 eV.
Listing max |F| for the structures above in their given order: 4.5; 0.9; 1.9 eV/Å.